The following is a quantum chemistry calculation of C5H14N2O in the gas phase in a non-equilibrium geometry, from the Open Molecules 2025 dataset.

Last column: natural (NBO) charge in e.
Geometry (Å):
1 C 1.9022 2.2410 0.9191  -0.423
2 N 0.8589 1.6849 0.0587  -0.635
3 C 0.9283 0.2481 -0.0139  -0.225
4 C -0.2151 -0.4671 -0.7900  -0.090
5 N 0.3096 -1.3397 -1.8264  -0.863
6 C -1.0430 -1.2590 0.2429  0.094
7 C -1.9701 -0.3966 1.0412  -0.639
8 O -1.8038 -2.2248 -0.5020  -0.745
9 H 2.8577 2.4856 0.4477  0.178
10 H 1.4456 3.1166 1.3663  0.200
11 H 2.2603 1.5657 1.7330  0.197
12 H 0.9607 2.1093 -0.8883  0.357
13 H 0.9711 -0.2394 0.9677  0.181
14 H 1.9132 -0.1384 -0.4201  0.175
15 H -0.8045 0.3372 -1.2216  0.185
16 H 0.0608 -2.3096 -1.7890  0.378
17 H 0.1373 -1.0197 -2.7742  0.365
18 H -0.3053 -1.9047 0.8000  0.181
19 H -2.7593 0.1683 0.5494  0.224
20 H -2.4612 -0.9880 1.8949  0.218
21 H -1.3340 0.2987 1.6254  0.220
22 H -1.9094 -1.9684 -1.4207  0.466

- Structure (SMILES): CNC[C@@H](N)[C@@H](C)O
- Gap between HOMO and LUMO: 0.358 Eh
- 2S+1: 1
- Net charge: 0
- Energy above the lowest of the compared OMol25 structures with the same formula, charge and spin: 57.28 kcal/mol